Computed, not measured: C36H41N4OP2S3Yb as an isolated structure, with ωB97M-V/def2-TZVPD.

```
! RIJCOSX wB97M-V def2-TZVPD def2/J DEFGRID3
* xyz 2 2
Yb 11.077 10.157 13.175
N 9.153 10.190 14.943
N 9.295 9.604 16.177
C 10.238 8.616 16.321
N 10.177 7.843 17.379
S 11.434 8.356 15.184
H 8.949 11.199 15.066
H 8.425 9.735 14.452
H 8.573 9.744 16.882
H 9.333 7.781 17.955
H 10.938 7.189 17.550
C 12.148 13.413 11.719
C 11.832 14.080 13.114
P 11.452 12.863 14.402
C 9.805 13.237 15.089
C 9.657 13.308 16.450
C 8.423 13.502 16.997
C 7.326 13.814 16.197
C 7.424 13.798 14.854
C 8.708 13.540 14.259
C 12.614 13.104 15.763
C 13.137 12.067 16.506
C 13.986 12.314 17.584
C 14.268 13.693 17.863
C 13.806 14.753 17.117
C 12.944 14.421 16.078
P 10.891 12.203 11.150
C 11.576 11.849 9.502
C 10.895 12.120 8.295
C 11.565 12.093 7.090
C 12.850 11.519 7.016
C 13.530 11.227 8.192
C 12.876 11.386 9.426
C 9.381 13.170 10.698
C 8.131 12.583 10.813
C 6.979 13.296 10.732
C 7.019 14.666 10.415
C 8.235 15.242 10.186
C 9.417 14.543 10.353
H 13.130 12.947 11.693
H 12.233 14.221 11.013
H 10.985 14.764 13.020
H 12.690 14.693 13.298
H 10.469 13.126 17.127
H 8.198 13.422 18.042
H 6.356 13.895 16.618
H 6.555 13.870 14.228
H 8.839 13.665 13.185
H 13.019 11.057 16.182
H 14.435 11.566 18.184
H 14.811 13.999 18.776
H 14.028 15.779 17.300
H 12.462 15.180 15.508
H 9.883 12.469 8.256
H 11.021 12.432 6.193
H 13.161 11.304 6.036
H 14.474 10.752 8.121
H 13.483 11.119 10.304
H 8.038 11.484 11.077
H 6.031 12.764 10.829
H 6.137 15.244 10.338
H 8.199 16.237 9.768
H 10.347 15.060 10.108
S 12.190 8.631 11.299
C 13.660 9.384 11.864
C 14.906 8.979 11.414
C 16.035 9.614 11.885
C 15.881 10.523 12.946
C 14.606 10.800 13.392
N 13.506 10.223 12.881
H 14.880 8.084 10.754
H 17.095 9.375 11.540
H 16.756 10.969 13.281
H 14.547 11.487 14.278
O 9.228 9.281 12.231
S 8.354 8.419 11.301
C 9.055 6.716 11.126
C 8.991 6.450 9.653
C 9.637 7.739 9.112
C 8.852 8.899 9.656
H 8.409 6.085 11.700
H 10.100 6.770 11.572
H 7.922 6.358 9.278
H 9.587 5.588 9.366
H 9.828 7.857 8.020
H 10.636 7.846 9.552
H 7.946 9.167 9.079
H 9.443 9.753 9.964
*
```

* energy relative to the best compared isomer or geometry (same formula, charge and spin): 0.000 eV
* HOMO (alpha / beta): -0.46716 / -0.46719 Eh
* LUMO energy (alpha / beta): -4.79 / -4.96 eV
* total energy: -128608.117 eV
* Kohn-Sham gap (alpha / beta): 0.29117 / 0.28484 hartree

Atomic partial charges in e from the Löwdin method, atoms 1 to 8: 1.13 -0.04 -0.06 -0.84 0.12 0.65 0.08 0.08

Computed, not measured: a single C6H10 molecule, with ωB97M-V/def2-TZVPD.

```
! RIJCOSX wB97M-V def2-TZVPD def2/J DEFGRID3
* xyz 0 1
C -2.334 -0.240 -0.310
C -1.062 -0.564 -0.096
C 0.010 0.479 -0.022
C -0.171 1.799 0.021
C 1.397 -0.095 -0.345
C 1.820 -1.171 0.674
H -3.211 -0.871 -0.394
H -2.659 0.800 -0.308
H -0.766 -1.570 0.156
H -1.107 2.208 0.380
H 0.607 2.466 -0.325
H 2.149 0.700 -0.389
H 1.466 -0.505 -1.358
H 1.741 -0.757 1.679
H 1.203 -2.058 0.554
H 2.850 -1.462 0.454
*
```

* energy relative to the best compared isomer or geometry (same formula, charge and spin): 1.321 eV
* HOMO: -0.32352 Eh
* SMILES string: C=CC(=C)CC
* LUMO energy: 0.95 eV
* total energy: -6382.539 eV
* Kohn-Sham gap: 0.35830 hartree

Atomic partial charges in e from the natural (NBO) method, atoms 1 to 8: -0.35 -0.23 -0.02 -0.39 -0.43 -0.60 0.20 0.19

Computed, not measured: C17H28N3O5RhS3 as an isolated structure, with ωB97M-V/def2-TZVPD.

```
! RIJCOSX wB97M-V def2-TZVPD def2/J DEFGRID3
* xyz 2 1
Rh 0.904 -0.234 -0.685
C 2.177 0.138 -3.690
C 0.753 -0.325 -3.903
S 0.013 -1.311 -2.586
C 0.904 -2.899 -2.595
C 2.324 -2.855 -2.062
S 2.382 -1.968 -0.471
C 3.959 -1.107 -0.490
C 4.083 -0.097 -1.609
S 2.533 0.819 -2.005
H 2.393 0.938 -4.400
H 2.892 -0.657 -3.880
H 0.673 -0.877 -4.842
H 0.076 0.525 -3.993
H 0.878 -3.288 -3.613
H 0.280 -3.548 -1.978
H 3.004 -2.379 -2.764
H 2.686 -3.865 -1.871
H 4.769 -1.836 -0.514
H 3.985 -0.618 0.484
H 4.423 -0.547 -2.541
H 4.821 0.657 -1.336
O 1.675 2.585 -0.036
N 2.051 1.997 0.941
O 1.866 0.689 0.920
C -2.515 -1.531 1.505
C -1.506 -2.282 2.381
C -0.154 -1.922 1.779
O -0.431 -1.492 0.401
C -1.871 -1.588 0.138
H -2.635 -0.501 1.837
H -3.499 -1.994 1.505
H -1.674 -3.357 2.328
H -1.564 -1.983 3.425
H 0.533 -2.765 1.735
H 0.336 -1.093 2.293
H -2.056 -2.542 -0.360
H -2.153 -0.777 -0.529
O -1.330 1.720 5.184
C -2.306 2.590 4.646
N -1.987 2.745 3.249
C -2.756 2.232 2.267
O -3.854 1.737 2.406
C -2.141 2.242 0.888
C -2.717 2.932 -0.171
C -2.153 2.805 -1.429
C -1.074 1.958 -1.598
N -0.548 1.259 -0.590
C -1.062 1.422 0.638
H -1.363 1.763 6.146
H -2.283 3.565 5.138
H -3.310 2.170 4.704
H -1.089 3.141 3.019
H -3.587 3.555 -0.007
H -2.544 3.346 -2.278
H -0.609 1.847 -2.567
H -0.600 0.861 1.439
*
```

* HOMO: -0.54200 Eh
* LUMO energy: -7.05 eV
* total energy: -68289.570 eV
* Kohn-Sham gap: 0.28288 hartree

Atomic partial charges in e from the natural (NBO) method, atoms 1 to 8: 0.62 -0.54 -0.56 0.48 -0.55 -0.55 0.53 -0.56

Computed, not measured: CaI as an isolated structure, with ωB97M-V/def2-TZVPD.

```
! RIJCOSX wB97M-V def2-TZVPD def2/J DEFGRID3
* xyz 1 1
Ca -17.908 6.705 -11.455
I -21.307 6.063 -7.923
*
```

* energy relative to the best compared isomer or geometry (same formula, charge and spin): 4.039 eV
* HOMO: -0.40956 Eh
* LUMO energy: -7.56 eV
* total energy: -26529.396 eV
* Kohn-Sham gap: 0.13162 hartree

The net atomic charges from natural (NBO), expressed in e, are: 1.40 -0.40

Computed, not measured: C17H53AgN8O15 as an isolated structure, with ωB97M-V/def2-TZVPD.

```
! RIJCOSX wB97M-V def2-TZVPD def2/J DEFGRID3
* xyz 1 2
Ag -1.090 -3.585 -5.047
C -1.159 -1.166 0.588
C 0.334 -0.879 0.132
C 1.351 -1.617 0.983
O 0.429 -0.914 -1.241
H -1.258 -0.809 1.613
H -1.433 -2.220 0.539
H -1.996 -0.662 0.105
H 0.450 0.193 0.287
H 1.210 -1.326 2.024
H 2.341 -1.331 0.627
H 1.322 -2.706 0.996
C 5.491 2.161 -4.633
C 4.643 2.637 -5.846
O 3.240 2.690 -5.432
O 5.332 0.763 -4.444
H 5.254 2.668 -3.698
H 6.546 2.288 -4.876
H 4.727 1.924 -6.666
H 5.037 3.566 -6.260
H 2.999 1.993 -4.818
H 4.447 0.576 -4.122
C -9.839 -1.205 0.842
C -10.632 -0.626 1.990
O -10.395 -1.641 3.016
O -10.522 -2.216 0.137
H -8.824 -1.433 1.169
H -9.655 -0.399 0.132
H -11.696 -0.476 1.806
H -10.303 0.382 2.242
H -10.888 -2.409 2.719
H -10.906 -2.739 0.844
C 0.982 3.727 6.244
C 1.910 4.725 7.055
O 2.975 5.239 6.238
O 0.398 4.379 5.192
H 0.150 3.320 6.818
H 1.547 2.878 5.859
H 2.446 4.232 7.867
H 1.300 5.600 7.279
H 3.510 5.684 6.900
H -0.283 3.773 4.892
C 1.421 -7.930 -3.068
C 2.689 -7.154 -3.584
O 2.320 -6.113 -4.448
O 0.324 -7.038 -2.858
H 1.770 -8.470 -2.188
H 1.187 -8.617 -3.881
H 3.333 -7.896 -4.056
H 3.330 -6.794 -2.779
H 3.101 -5.877 -4.954
H -0.355 -7.695 -2.686
C -6.423 -3.029 -5.287
C -6.121 -1.626 -5.627
O -4.824 -1.484 -6.054
O -5.521 -3.518 -4.330
H -6.538 -3.625 -6.192
H -7.429 -3.105 -4.875
H -6.158 -1.027 -4.717
H -6.895 -1.303 -6.324
H -4.805 -0.877 -6.798
H -5.981 -3.714 -3.510
C 3.160 8.039 -0.169
O 3.464 8.892 -0.961
N 2.034 7.385 -0.135
N 3.919 7.783 0.818
H 1.852 6.821 0.683
H 1.374 7.281 -0.893
H 3.606 7.127 1.519
H 4.809 8.254 0.900
C -3.691 5.803 -3.934
O -4.765 6.311 -4.014
N -2.504 6.139 -4.375
N -3.488 4.681 -3.271
H -1.770 5.446 -4.371
H -2.499 6.917 -5.019
H -4.136 4.094 -2.766
H -2.645 4.163 -3.475
C 8.204 1.684 3.901
O 7.749 1.328 4.956
N 9.464 1.878 3.761
N 7.447 2.063 2.900
H 9.749 2.110 2.820
H 10.083 1.405 4.404
H 6.490 1.745 2.959
H 7.898 2.287 2.025
C 2.546 -7.220 7.612
O 3.708 -7.215 7.893
N 1.695 -8.068 8.148
N 1.959 -6.419 6.743
H 0.791 -8.142 7.704
H 2.082 -8.732 8.803
H 2.527 -5.623 6.490
H 0.979 -6.362 6.504
*
```

* HOMO (alpha / beta): -0.39122 / -0.39122 Eh
* LUMO energy (alpha / beta): -6.64 / -6.64 eV
* total energy: -65106.846 eV
* Kohn-Sham gap (alpha / beta): 0.14724 / 0.14716 hartree

Atomic partial charges in e from the Löwdin method, atoms 1 to 8: 0.98 -0.05 -0.52 -0.06 0.01 0.07 0.07 0.07

Computed, not measured: a 2-piece molecular cluster, C5H8NO overall, with ωB97M-V/def2-TZVPD.

```
! RIJCOSX wB97M-V def2-TZVPD def2/J DEFGRID3
* xyz 1 1
C -1.428 -0.247 -0.232
C -2.671 -0.044 -0.155
C 0.948 -0.635 -0.180
C 1.078 -2.045 -0.162
C 0.831 1.809 -0.223
N 1.465 0.516 -0.161
O 2.720 0.387 -0.085
H -3.142 0.340 0.745
H -3.416 -0.208 -0.924
H 0.397 -2.513 -0.877
H 0.904 -2.466 0.832
H 2.093 -2.307 -0.489
H -0.035 1.841 0.433
H 0.518 2.022 -1.247
H 1.571 2.550 0.077
*
```

* energy relative to the best compared isomer or geometry (same formula, charge and spin): 8.461 eV
* HOMO: -0.51666 Eh
* LUMO energy: -5.92 eV
* total energy: -8836.300 eV
* Kohn-Sham gap: 0.29921 hartree

Atomic partial charges in e from the natural (NBO) method, atoms 1 to 8: 0.31 -0.72 0.65 -0.77 -0.45 0.01 -0.39 0.34